# 1
The following is a quantum chemistry calculation of a structure of composition C36H44AsN4O9P2STi, from OMol25.

Last column: Löwdin charge in e.
CARTESIAN COORDINATES (ANGSTROEM)
As -2.5681 -1.2948 4.1095  0.919
Ti -1.1369 0.1035 1.4772  1.131
S -2.4437 2.0458 2.8947  0.539
P 1.8131 -2.7438 -2.0232  0.891
P 2.5374 0.0479 -0.6722  0.911
O -2.9075 1.4002 1.6419  -0.362
O -1.1292 1.3882 3.1605  -0.373
O -3.1904 -2.7016 4.6322  -0.441
O -0.4077 1.8867 0.3825  -0.027
O -2.4353 3.4725 2.8898  -0.251
O -0.9911 -1.0678 4.8801  -0.236
O 0.3423 -1.2223 1.6155  -0.118
O -2.4680 -1.1742 -2.1961  0.080
O -2.2249 -1.1839 2.4631  -0.486
N -0.4460 -3.3478 1.3954  -0.107
N -1.4108 0.1794 -0.6279  0.103
N 1.2688 -2.8514 2.8744  -0.110
N -1.5182 0.8543 -2.7630  0.164
C 3.2751 1.6943 -0.3381  -0.280
C 3.1892 -1.7452 -2.7356  -0.396
C 4.9095 -1.3910 -4.4033  -0.086
C -4.5738 -0.0976 5.6240  -0.079
C -3.8016 4.4945 -1.1076  -0.057
C -1.1703 -3.0138 0.1748  -0.049
C 5.2418 -0.1867 -3.8027  -0.088
C 3.5217 -0.5234 -2.1286  -0.396
C -4.3749 2.5136 4.7146  -0.045
C 0.3764 -2.4477 1.9519  -0.471
C -5.3022 2.1884 5.6956  -0.057
C 3.4067 -0.8834 0.6608  -0.292
C 2.7179 3.5426 -3.5558  -0.095
C 2.2550 2.3072 -3.9798  -0.083
C -1.0273 2.0328 -2.0500  -0.256
C 3.8872 -2.1592 -3.8675  -0.100
C 4.5491 0.2409 -2.6799  -0.109
C -0.8969 1.4020 -0.6632  -0.452
C 2.3164 -4.4578 -2.4714  -0.304
C -2.8435 3.4930 -0.9939  0.005
C -3.9905 5.1521 -2.3109  -0.085
C -3.6356 0.2170 4.6499  -0.222
C -3.2114 4.8125 -3.4112  -0.075
C 1.0622 1.7976 -3.4799  -0.031
C -2.0633 3.1545 -2.0892  -0.144
C -3.5481 1.5332 4.1896  -0.246
C -2.2491 3.8248 -3.2979  -0.034
C -1.0194 -4.4417 2.1722  -0.031
C 1.9932 4.2623 -2.6125  -0.082
C 1.8195 -4.1943 2.8933  -0.039
C -5.4056 0.8848 6.1463  -0.060
C -1.8862 -0.1607 -1.8940  -0.523
C 0.5313 -2.4516 -3.3064  -0.270
C 0.8030 3.7572 -2.1156  -0.024
C 1.9004 -1.8929 3.7665  -0.034
C 0.3221 2.5277 -2.5604  -0.158
H 1.5469 -5.1396 -2.1055  0.029
H 3.6422 3.9434 -3.9523  0.104
H 1.8888 -2.2956 4.7808  0.096
H 2.8204 1.7297 -4.6997  0.105
H 3.6309 -3.0959 -4.3477  0.090
H -0.7146 -4.3741 3.2125  0.087
H -4.6481 -1.1249 5.9590  0.101
H 0.1948 -1.4162 -3.2628  0.010
H 4.4909 -0.8318 0.5463  0.048
H 1.5559 -4.7187 1.9788  0.091
H 2.9368 -1.7171 3.4710  0.083
H 2.4330 -4.6237 -3.5436  0.027
H -4.3971 4.7556 -0.2424  0.109
H -2.1593 -2.6123 0.4011  0.090
H 1.4711 -4.7713 3.7527  0.094
H -2.7146 2.9937 -0.0438  0.089
H 2.9073 -4.1187 2.9476  0.095
H 3.0676 2.3782 -1.1600  0.009
H -2.0688 0.9659 -3.5994  0.159
H 0.9074 -2.6666 -4.3087  0.044
H 0.7025 0.8329 -3.8127  0.101
H -2.1052 -4.3420 2.1505  0.100
H -0.3383 -3.0796 -3.1046  0.037
H -0.6039 -2.2949 -0.4087  0.041
H -6.1319 0.6251 6.9049  0.109
H 1.3495 -0.9590 3.7597  0.084
H 2.7760 2.0898 0.5487  0.045
H 0.2332 4.3245 -1.3902  0.130
H -1.2859 -3.9246 -0.4142  0.102
H -3.3477 5.3256 -4.3544  0.103
H -1.6217 3.5830 -4.1490  0.123
H -0.7354 -5.4146 1.7660  0.094
H 4.8131 1.1918 -2.2366  0.088
H -5.9431 2.9598 6.1012  0.110
H 6.0396 0.4232 -4.2083  0.103
H 2.3542 5.2220 -2.2655  0.107
H 3.0868 -1.9257 0.6642  0.011
H 3.1245 -0.4272 1.6105  0.024
H 4.3505 1.6590 -0.1498  0.043
H 5.4401 -1.7305 -5.2838  0.102
H -4.2799 3.5264 4.3502  0.113
H -0.9454 -1.7288 5.5838  0.051
H -4.7374 5.9308 -2.3948  0.102
H 3.2527 -4.7040 -1.9691  0.037

Its spin multiplicity is 2. As for the energy above the lowest of the compared OMol25 structures with the same formula, charge and spin: 4.6 kcal per mole. For the total energy, the calculation gives -6460.8060 Eh. The expectation value of S² is 0.752. As for the HOMO energy (alpha / beta): -7.88 / -7.88 eV.

# 2
The following is a quantum chemistry calculation of a cluster of 4 separate species, C18H34ClFIN4O12P2 in total in a non-equilibrium geometry, from OMol25.

Last column: Löwdin charge in e.
CARTESIAN COORDINATES (ANGSTROEM)
I 2.2880 4.5719 0.2525  1.103
Cl 3.9041 4.8768 -7.2831  0.347
P 2.6378 4.9362 -5.7061  0.614
P 1.3771 2.0775 -1.9226  0.374
F 6.2683 2.3673 -4.3490  0.144
O 6.1924 2.8011 -6.4934  0.167
O 1.8563 3.5362 -5.7745  -0.321
O -3.7638 -7.7647 3.1667  -0.002
O 1.4975 4.3592 3.6904  0.048
O -2.8856 -2.0686 0.9717  -0.005
O -2.4572 -3.3079 2.7242  0.095
O -4.3718 -5.9355 2.1296  0.097
O 0.9697 1.1429 -3.1539  -0.093
O -0.0120 2.5153 -1.2871  -0.120
O 3.8745 1.0449 -3.4016  0.190
O 1.1593 2.2155 3.4659  -0.006
O 2.2723 1.3907 -1.0139  -0.245
N 4.0118 6.8642 -4.1130  0.215
N 3.7557 4.5748 -4.2548  -0.067
N 3.3418 5.7139 -2.2122  0.020
N 4.2739 2.0453 -5.4207  0.156
C 3.8369 2.0394 -4.0414  -0.402
C -3.1519 -8.4339 4.2718  -0.239
C -2.3869 -3.1889 1.5335  -0.520
C 2.0746 3.5667 -2.7609  -0.305
C -4.1672 -8.8696 5.3073  -0.064
C -3.9291 -5.6608 4.4518  0.018
C 2.1811 4.8556 -1.8624  -0.697
C 3.7162 5.6954 -3.5230  -0.479
C 5.6353 2.4316 -5.5275  -0.542
C 3.4579 3.3759 -3.3889  -0.188
C -0.6125 0.7009 2.7349  -0.052
C -1.8499 -4.2874 0.6510  0.018
C 0.7496 3.4302 3.8560  -0.544
C -2.6888 -1.7254 -0.3988  -0.246
C -3.7344 -2.3540 -1.2966  -0.060
C -4.0198 -6.4407 3.1610  -0.514
C 0.4484 1.0070 3.7682  -0.221
C -0.6458 3.6116 4.4029  0.019
H -4.9278 -9.4978 4.8449  0.084
H -0.1647 0.6528 1.7413  0.078
H -2.3613 -7.8203 4.7048  0.111
H -3.1634 -6.0251 5.1327  0.075
H -2.6687 -9.3068 3.8366  0.122
H 1.3023 5.4627 -2.0353  0.079
H 1.4006 3.4113 -6.6204  0.089
H 4.1633 3.3995 -2.5579  0.171
H -3.6775 -3.4417 -1.2773  0.072
H -1.3851 1.4704 2.7089  0.071
H -3.6019 -2.0205 -2.3264  0.079
H -1.6736 -1.9691 -0.7170  0.111
H -1.0173 2.7555 4.9599  0.075
H 1.3280 3.8286 -3.5107  0.093
H -1.3792 -3.9337 -0.2641  0.072
H 4.2199 1.0721 -5.7190  0.168
H -3.6756 -4.6360 4.1984  0.065
H -2.7766 -0.6399 -0.4308  0.117
H -3.6805 -9.4361 6.1013  0.082
H -4.7325 -2.0731 -0.9627  0.086
H -1.3220 3.8240 3.5761  0.095
H 0.0446 1.0412 4.7799  0.115
H 3.3909 7.6414 -3.9545  0.139
H 1.2072 0.2277 3.7614  0.126
H -0.2956 3.3990 -1.5536  0.082
H 4.8037 6.9576 -4.7295  0.133
H -1.1018 -4.8368 1.2154  0.094
H -2.6700 -4.9624 0.4070  0.087
H 0.4751 1.6514 -3.8118  0.084
H -1.0897 -0.2555 2.9511  0.081
H -4.8965 -5.6774 4.9523  0.097
H -4.6744 -8.0156 5.7555  0.068
H -0.6355 4.4643 5.0759  0.093
H 4.1318 5.5780 -1.5865  0.117

As for the charge: +1. Its spin multiplicity is 1. For the total energy, the calculation gives -3368.5474 Eh. As for the HOMO energy: -11.12 eV.

# 3
The following is a quantum chemistry calculation of a structure of composition C24H58CeP2Si4Te in a non-equilibrium geometry, from OMol25.

Last column: Löwdin charge in e.
CARTESIAN COORDINATES (ANGSTROEM)
Ce 0.1713 0.1401 0.1341  0.534
Te 0.5586 -1.9436 2.1845  0.652
P -0.5175 1.7623 -2.0205  0.747
P -2.5825 -0.3375 -0.6126  0.744
Si 4.8726 -0.2807 2.1114  0.404
Si 2.9605 -1.5276 2.8651  0.158
Si 3.4870 -3.8186 2.7353  0.294
Si 2.4896 -0.8929 5.0755  0.299
C -5.5909 1.7173 -6.4195  -0.192
C 3.5882 -4.2393 0.9044  -0.216
C -2.1878 1.4578 -2.7543  -0.367
C -3.2412 0.9467 -1.7546  -0.368
C 2.1792 -4.8837 3.5753  -0.224
C 5.3211 -0.8490 0.3667  -0.204
C 4.6184 1.5964 2.1517  -0.201
C -6.9078 3.0112 -4.1203  -0.191
C -6.6158 1.6539 -3.5356  -0.110
C -0.6612 3.5043 -1.5140  -0.218
C 0.5988 1.9151 -3.4476  -0.221
C 2.0114 0.9244 5.0057  -0.214
C 4.0092 -1.1316 6.1596  -0.193
C -2.8548 -1.9067 -1.4959  -0.222
C 1.0755 -1.8957 5.8104  -0.225
C -4.4894 3.4789 -4.9286  -0.139
C -5.8731 0.4144 -5.6323  -0.182
C -5.6953 3.9721 -4.1797  -0.184
C -6.1556 0.5690 -4.1639  -0.136
C 2.2761 0.9582 -0.2484  -0.289
C 6.3440 -0.6277 3.2456  -0.177
C -4.4536 2.5503 -5.8887  -0.104
C -3.6871 -0.4411 0.8364  -0.227
C 5.1458 -4.1545 3.5654  -0.197
H 3.8030 -5.3148 0.8147  0.046
H -3.5648 4.0332 -4.7149  0.093
H -4.0950 0.5181 -2.3054  0.074
H -2.2162 -1.9407 -2.3854  0.057
H -7.3646 2.9491 -5.1127  0.100
H -3.6025 0.4806 1.4273  0.057
H 2.4745 -5.9343 3.4285  0.047
H 2.8287 1.5618 4.6461  0.013
H -3.4941 2.3794 -6.3984  0.105
H 2.4692 1.8896 -0.7727  0.034
H 6.1808 -0.2654 0.0032  0.051
H 6.6094 -1.6892 3.3049  0.018
H 4.3730 1.9393 3.1641  0.023
H 1.1742 -4.7477 3.1540  -0.006
H 4.5079 -0.7097 -0.3529  -0.003
H 7.2230 -0.0913 2.8529  0.055
H 1.5723 2.2798 -3.1010  0.055
H 2.6385 -4.0336 0.3937  0.015
H 5.1566 -3.8402 4.6173  0.028
H 4.8499 -0.4945 5.8623  0.015
H -5.0191 -0.2673 -5.7578  0.106
H -3.3465 -1.2850 1.4568  0.060
H -2.5671 -2.7290 -0.8276  0.062
H -3.9111 -2.0159 -1.7878  0.073
H 0.7426 0.9235 -3.8957  0.062
H 2.5133 1.0748 0.8297  -0.015
H 1.1381 1.0846 4.3595  0.017
H 4.3815 -3.6846 0.3885  0.013
H -4.7351 -0.6016 0.5273  0.077
H 1.3300 -2.9602 5.8918  0.024
H -3.6193 1.7659 -1.1208  0.101
H -6.0398 4.9205 -4.6292  0.125
H 0.8884 -1.5038 6.8222  0.047
H -5.3943 4.2278 -3.1532  0.104
H -6.5199 2.2890 -6.5110  0.100
H 0.1511 -1.8055 5.2249  -0.006
H -6.0639 -0.3617 -3.5855  0.095
H 2.1319 -4.6846 4.6540  0.026
H 0.1732 2.6105 -4.1917  0.078
H -2.5293 2.3953 -3.2168  0.075
H 3.7230 -0.8607 7.1872  0.047
H -7.6597 3.4923 -3.4707  0.118
H 5.6108 -1.9072 0.3473  0.024
H -6.7263 -0.0932 -6.1162  0.126
H -1.3217 3.5998 -0.6475  0.057
H 3.8483 1.9764 1.4752  -0.006
H 6.1748 -0.2653 4.2666  0.020
H 4.3494 -2.1755 6.1685  0.029
H 5.5593 2.0835 1.8523  0.053
H -1.0476 4.1000 -2.3491  0.073
H 5.9827 -3.6700 3.0486  0.018
H -2.0430 0.7223 -3.5603  0.100
H -5.3212 1.4128 -7.4458  0.118
H 0.3320 3.8693 -1.2241  0.063
H 2.9151 0.1491 -0.6406  0.026
H 1.7467 1.2422 6.0255  0.046
H 5.3139 -5.2417 3.5360  0.047
H -6.8586 1.5616 -2.4666  0.104

As for the charge: +2. Its spin multiplicity is 1. For the total energy, the calculation gives -3532.4961 Eh. As for the HOMO energy: -12.83 eV.

# 4
The following is a quantum chemistry calculation of the ion C5H13NS with charge +1 in a non-equilibrium geometry, from OMol25.

Last column: Löwdin charge in e.
CARTESIAN COORDINATES (ANGSTROEM)
S -0.0036 1.8915 -0.7016  0.805
N -0.1462 -1.1964 -0.5621  0.030
C 1.2476 0.2146 1.2293  -0.267
C 1.1274 -0.8702 0.1167  -0.229
C 1.4359 1.5794 0.6092  -0.428
C -2.4223 -1.6641 -0.4013  -0.071
C -1.1130 -1.8770 0.3065  -0.233
H -0.5093 2.9846 -0.0038  -0.085
H -2.4218 -2.2840 -1.3044  0.099
H 2.3486 1.6506 -0.1192  0.102
H -2.6564 -0.6594 -0.4196  0.055
H 0.1727 -1.8717 -1.2855  0.165
H 2.0569 -0.7727 -0.5142  0.149
H 1.5397 2.5540 1.2102  0.109
H -1.1272 -1.2527 1.2334  0.126
H -0.7279 -2.9340 0.5404  0.169
H 0.4337 0.2759 2.0496  0.144
H 2.1829 0.0244 1.8060  0.133
H 1.3790 -1.8247 0.6629  0.147
H -3.2429 -2.0760 0.1418  0.080

As for the charge: +1. Its spin multiplicity is 2. As for the energy above the lowest of the compared OMol25 structures with the same formula, charge and spin: 36.1 kcal per mole. For the total energy, the calculation gives -650.8757 Eh. The expectation value of S² is 0.758. As for the HOMO energy (alpha / beta): -14.37 / -13.31 eV.

# 5
The following is a quantum chemistry calculation of the molecule C22H26N2O5, from OMol25.

Last column: Löwdin charge in e.
CARTESIAN COORDINATES (ANGSTROEM)
O -3.8983 -0.4276 1.3088  0.138
O 3.2232 2.2900 1.6828  0.067
O 2.4666 -2.9570 -1.0044  0.049
O -5.1721 1.3679 1.5110  0.116
O -0.1841 -0.8147 -1.7022  -0.083
N 2.4465 -0.7962 -0.3754  -0.029
N 5.4061 1.9719 2.0770  0.171
C -2.8603 -1.0931 0.7561  -0.168
C 4.5388 1.1741 -0.0278  -0.242
C -2.4980 3.6770 -0.5591  -0.169
C 2.0233 -1.8265 -1.1238  -0.445
C -3.7750 2.8258 -0.5532  -0.131
C 3.3650 1.3802 -0.9902  -0.110
C -1.3351 -4.5126 1.3054  -0.036
C 0.9292 -1.5481 -2.1661  -0.077
C 4.7748 -0.3296 0.1798  -0.118
C 3.4819 -1.0176 0.6135  -0.116
C -1.3286 2.9494 -1.2435  -0.167
C -1.7377 1.5711 -1.7860  -0.119
C -0.9856 -1.3443 -0.7314  -0.166
C 2.1241 0.6026 -0.5420  -0.127
C -4.2424 0.8432 0.9443  -0.400
C -1.5956 -3.1339 0.7884  -0.253
C -2.6360 -2.3683 1.2682  0.040
C -2.4127 0.7852 -0.7048  -0.068
C -0.7767 -2.6060 -0.2090  0.031
C -2.0574 -0.5402 -0.2608  0.001
C -3.4510 1.4355 -0.1127  -0.089
C 4.2948 1.8680 1.3123  -0.525
H -2.7072 4.6228 -1.0602  0.106
H 0.6230 -2.5151 -2.5824  0.141
H -0.8730 1.0591 -2.1907  0.096
H 6.3094 1.6640 1.7660  0.103
H 1.7875 0.9981 0.4209  0.126
H -1.8568 -4.6813 2.2433  0.078
H -1.6814 -5.2507 0.5820  0.089
H -0.2690 -4.6694 1.4539  0.085
H -3.2921 -2.7266 2.0448  0.128
H 5.4398 1.6196 -0.4653  0.144
H 1.3263 0.7325 -1.2677  0.110
H 0.0406 -3.2139 -0.5592  0.109
H 3.1123 2.4398 -1.0390  0.123
H 5.5466 -0.5031 0.9311  0.112
H -4.5226 3.2525 0.1154  0.117
H 1.3488 -0.9423 -2.9762  0.143
H -0.5137 2.8087 -0.5314  0.107
H -4.1971 2.7998 -1.5625  0.126
H 5.3332 2.4184 2.9763  0.114
H -2.4565 1.7141 -2.5987  0.132
H 5.1098 -0.7712 -0.7614  0.127
H 3.6638 1.0468 -1.9869  0.123
H -0.9408 3.5455 -2.0710  0.108
H 3.6323 -2.0945 0.7059  0.125
H 3.1410 -0.6113 1.5712  0.138
H -2.2331 3.9050 0.4738  0.113

Its spin multiplicity is 1. As for the energy above the lowest of the compared OMol25 structures with the same formula, charge and spin: 16.9 kcal per mole. For the total energy, the calculation gives -1339.7131 Eh. As for the HOMO energy: -8.20 eV.

# 6
The following is a quantum chemistry calculation of a cluster of 2 separate species, C3H7N2OS in total in a non-equilibrium geometry, from OMol25.

Last column: Löwdin charge in e.
CARTESIAN COORDINATES (ANGSTROEM)
S -2.7467 0.6476 -0.6786  0.899
O -4.0614 -1.9100 2.2943  0.196
N -0.0204 0.9027 -1.1439  0.195
N -1.4917 -0.0935 0.2509  -0.332
C -3.4190 -1.3596 1.5656  0.064
C 0.8108 -0.4935 0.7675  0.031
C -0.2298 0.1283 -0.1118  -0.425
H 1.0915 0.3142 1.4956  0.127
H -0.8405 1.2946 -1.4471  -0.005
H 0.9521 1.1146 -1.4504  0.182
H -3.1823 1.1722 0.4472  -0.095
H -2.0582 -0.7661 0.8997  -0.015
H 1.7377 -0.8648 0.3864  0.090
H 0.3908 -1.2320 1.4338  0.089

As for the charge: +1. Its spin multiplicity is 1. As for the energy above the lowest of the compared OMol25 structures with the same formula, charge and spin: 34.3 kcal per mole. For the total energy, the calculation gives -701.1702 Eh. As for the HOMO energy: -14.20 eV.

Question: What is the formula in the sixth record?
Answer: C3H7N2OS